A | A cluster of 2 separate species, C4H12NO in total. Source: the Open Molecules 2025 dataset; level of theory: wB97M-V/def2-TZVPD.

Structure (XYZ):
```
18
Properties=species:S:1:pos:R:3
O 2.5806 -1.1664 0.1445
N -0.9299 -0.5413 -0.9710
C -2.1131 -1.2812 -0.4495
C 1.3411 0.9702 0.0948
C 0.2802 1.9442 0.6601
C 1.7546 -0.1961 0.6816
H -1.8578 -2.3103 -0.2916
H -2.4069 -0.8488 0.4816
H -0.3915 2.2926 -0.1486
H -1.1583 0.3241 -1.3742
H 2.8849 -1.7066 0.8792
H -0.3680 1.5525 1.5242
H 0.8045 2.8634 0.9957
H -0.2191 -0.3757 -0.2137
H 1.8629 1.3353 -0.7569
H -0.4118 -1.1504 -1.6889
H -2.9390 -1.1895 -1.1804
H 1.2867 -0.5162 1.6133
```

Output
* orbital gap (alpha / beta): 11.5 / 9.5 eV
* charge: +2
* multiplicity: 2

***

B | A cluster of 2 separate species, C4H12NO in total. Source: the Open Molecules 2025 dataset; level of theory: wB97M-V/def2-TZVPD.

Structure (XYZ):
```
18
Properties=species:S:1:pos:R:3
O 0.3298 2.0771 1.4352
N 1.5972 0.3411 -0.5309
C 1.1797 -1.1689 -0.1375
C -0.2165 -1.4237 -0.6923
C -1.3287 -0.6990 0.1875
C -2.0566 0.3344 -0.2032
H -0.3256 -1.0198 -1.7459
H -1.5573 -0.9443 1.2557
H -1.8237 0.7705 -1.1777
H 2.5728 0.3458 -1.0419
H -2.7939 0.7258 0.5036
H -0.5468 -2.4933 -0.7262
H 0.8262 0.7534 -1.1142
H 0.0055 2.8626 1.9548
H -0.5567 1.7806 1.1415
H 1.6885 0.8883 0.2917
H 1.0713 -1.0596 0.9584
H 1.9348 -2.0711 -0.3583
```

Output
* orbital gap (alpha / beta): 10.6 / 5.9 eV
* charge: +2
* multiplicity: 2

***

Consider the structures shown above. The most stable of them is A.